ORCA calculation (ωB97M-V/def2-TZVPD) on C31H33ClN3O6S2Ti as an isolated structure.

The geometry in XYZ format:
```
77
Properties=species:S:1:pos:R:3
Ti -0.808 -1.224 0.219
O -3.456 -3.605 1.164
Cl -2.839 -3.106 0.022
O -3.061 -3.800 -1.166
O -2.997 -1.652 -0.131
O -1.274 -3.088 0.282
O -0.852 -0.347 -1.392
S -1.701 -0.414 -2.777
C -0.790 0.666 -3.814
C -1.274 1.975 -3.860
C -0.639 2.890 -4.683
C 0.446 2.490 -5.453
C 0.909 1.176 -5.409
C 0.289 0.249 -4.592
C -1.413 -2.043 -3.357
C -0.230 -2.738 -3.114
C -0.112 -4.022 -3.612
C -1.152 -4.583 -4.351
C -2.322 -3.876 -4.584
C -2.471 -2.596 -4.071
H -2.145 2.264 -3.285
H -1.008 3.904 -4.746
H 0.923 3.201 -6.114
H 1.735 0.873 -6.038
H 0.616 -0.782 -4.591
H 0.579 -2.287 -2.550
H 0.792 -4.590 -3.437
H -1.047 -5.586 -4.743
H -3.128 -4.324 -5.149
H -3.393 -2.047 -4.220
O -1.347 -0.126 1.588
S -0.968 0.361 3.070
C -2.469 0.946 3.724
C -3.100 0.062 4.602
C -4.309 0.432 5.164
C -4.860 1.668 4.852
C -4.215 2.546 3.983
C -3.009 2.195 3.411
C 0.041 1.773 2.740
C -0.089 2.529 1.582
C 0.714 3.650 1.434
C 1.621 3.999 2.429
C 1.745 3.224 3.576
C 0.957 2.094 3.736
H -2.646 -0.890 4.847
H -4.812 -0.235 5.850
H -5.800 1.961 5.301
H -4.653 3.511 3.768
H -2.490 2.883 2.758
H -0.816 2.268 0.823
H 0.612 4.270 0.553
H 2.229 4.887 2.314
H 2.447 3.503 4.350
H 1.042 1.493 4.634
C 3.903 1.532 0.108
C 2.917 1.356 -1.026
N 1.948 0.311 -0.666
C 2.109 -0.585 0.309
N 1.035 -1.415 0.586
C 1.296 -2.548 1.524
C 2.202 -2.107 2.651
C 3.502 -1.614 2.067
N 3.250 -0.665 0.968
C 4.394 0.167 0.543
H 3.429 2.037 0.952
H 4.741 2.144 -0.221
H 3.427 1.065 -1.946
H 2.360 2.272 -1.219
H 1.104 0.247 -1.214
H 1.731 -3.371 0.952
H 0.346 -2.910 1.918
H 2.388 -2.945 3.322
H 1.722 -1.318 3.236
H 4.103 -2.441 1.678
H 4.100 -1.091 2.811
H 4.924 -0.348 -0.262
H 5.069 0.239 1.393
```

The relative energy (zero: lowest compared OMol25 entry of this formula, charge and spin) is 0.045 eV. Its charge is +3. The calculation puts the frontier orbital gap at 0.267 hartree.

Mulliken atomic charge list, values in e, 5 entries: atom 1 (Ti): 0.83, atom 2 (O): -0.50, atom 3 (Cl): 1.77, atom 4 (O): -0.44, atom 5 (O): -0.58

---

ORCA calculation (ωB97M-V/def2-TZVPD) on one molecule with the formula C31H33FN2O7.

The geometry in XYZ format:
```
74
Properties=species:S:1:pos:R:3
C -4.663 -4.776 -1.723
O -3.659 -4.073 -1.009
C -3.431 -2.813 -1.409
O -4.044 -2.293 -2.313
C -2.376 -2.142 -0.620
C -1.882 -2.687 0.563
C -0.918 -2.010 1.278
C -0.419 -0.788 0.832
C 0.618 -0.109 1.707
N 1.702 -1.046 1.992
C 2.367 -1.687 0.997
O 2.001 -1.773 -0.147
O 3.485 -2.258 1.493
C 4.329 -2.917 0.539
C 5.271 -1.931 -0.102
C 4.896 -1.253 -1.255
C 5.742 -0.312 -1.817
C 6.966 -0.040 -1.230
C 7.343 -0.710 -0.078
C 6.498 -1.649 0.485
C 1.164 1.186 1.168
F 1.036 2.216 2.064
C 1.763 1.401 0.006
C 2.238 2.737 -0.478
C 3.374 2.598 -1.482
C 0.994 3.369 -1.141
O 0.779 3.311 -2.330
N 0.172 3.970 -0.254
C -1.188 4.341 -0.593
C -2.162 3.226 -0.296
C -3.067 2.790 -1.247
C -3.941 1.756 -0.959
C -3.923 1.101 0.267
O -4.777 0.076 0.578
C -5.768 -0.284 -0.357
C -2.984 1.516 1.229
O -2.768 0.981 2.468
C -3.531 -0.105 2.942
C -2.144 2.583 0.933
C -0.914 -0.247 -0.345
C -1.883 -0.920 -1.065
H -5.634 -4.292 -1.589
H -4.679 -5.783 -1.315
H -4.427 -4.796 -2.789
H -2.265 -3.632 0.916
H -0.538 -2.432 2.198
H 0.137 0.119 2.667
H 2.206 -0.934 2.858
H 3.698 -3.397 -0.216
H 4.873 -3.670 1.114
H 3.937 -1.461 -1.705
H 5.445 0.207 -2.716
H 7.626 0.694 -1.670
H 8.297 -0.499 0.382
H 6.791 -2.170 1.385
H 1.861 0.568 -0.672
H 2.541 3.362 0.367
H 4.192 2.022 -1.054
H 3.009 2.095 -2.374
H 3.742 3.579 -1.770
H 0.377 3.887 0.729
H -1.203 4.571 -1.661
H -1.450 5.241 -0.027
H -3.099 3.255 -2.220
H -4.637 1.443 -1.719
H -6.346 -1.069 0.130
H -6.427 0.559 -0.586
H -5.332 -0.676 -1.280
H -3.134 -0.316 3.936
H -4.590 0.149 3.023
H -3.415 -0.986 2.308
H -1.462 2.887 1.712
H -0.558 0.702 -0.710
H -2.266 -0.504 -1.985
```

The relative energy (zero: lowest compared OMol25 entry of this formula, charge and spin) is 0.199 eV. As for the SMILES: COC(=O)c1ccc([C@@H](NC(=O)OCc2ccccc2)/C(F)=C/[C@@H](C)C(=O)NCc2ccc(OC)c(OC)c2)cc1. The calculation puts the frontier orbital gap at 0.310 hartree.

natural (NBO) atomic charge list, values in e, 5 entries: atom 1 (C): -0.26, atom 2 (O): -0.51, atom 3 (C): 0.79, atom 4 (O): -0.61, atom 5 (C): -0.19

---

Q: Number 2 is which compound?
A: C31H33FN2O7